No. 1
H22O11 | ωB97M-V with the def2-TZVPD basis set

HOMO energy in eV: -7.95
LUMO level in eV: -1.09

Positions of all 33 atoms, in Å:
H 19.6870 20.8722 0.8438
O 20.3005 19.4919 -3.3472
O 18.8907 17.1428 -1.4428
H 18.1665 18.0455 0.0928
O 20.8420 17.5941 -2.1649
H 20.7956 16.8895 -1.5187
O 20.1072 19.4881 -1.1916
H 19.2399 17.1754 -2.3334
H 21.1651 21.0867 0.2909
H 21.1214 18.3607 -1.6645
H 18.9288 18.7658 1.1845
O 21.6030 20.2466 -0.1867
H 18.0748 22.0371 -1.5351
O 18.9985 21.4993 0.6223
H 22.7964 18.7679 -1.1768
H 18.3780 20.9976 0.0937
O 18.7309 21.4823 -1.9570
H 22.2465 19.6070 -2.3106
H 17.1603 20.0199 -0.8341
H 21.7101 22.2546 1.0852
O 20.9146 21.9333 0.6608
O 17.8861 20.2027 -0.2373
H 21.6649 19.3122 0.0112
H 19.5834 19.3243 -0.4074
H 20.4743 19.3293 -2.4200
O 22.6477 18.7586 -2.1224
H 19.3361 17.8551 -0.9841
H 20.8551 19.9970 -0.8788
H 22.3403 20.4171 -0.7729
O 18.8865 18.6602 0.2341
H 20.3626 20.4426 -3.4398
H 18.1075 19.3509 0.1392
H 18.5478 20.6020 -1.6287

Cartesian forces (eV/Å) of the 6 atoms listed first:
-0.71 0.81 0.69
0.99 0.90 -4.21
-4.04 -1.52 1.35
-0.42 -2.43 -0.69
2.22 -4.31 -1.30
0.29 -0.48 -0.13

No. 2
C24H25MnN4O4 | ωB97M-V with the def2-TZVPD basis set

HOMO energy (spin up / spin down) in eV: -13.29 / -13.30
Total charge: +2
LUMO level (spin up / spin down) in eV: -7.48 / -7.17
Spin multiplicity: 5

Positions of all 58 atoms, in Å:
H -2.6724 -4.4816 1.9891
C -1.2849 -0.4285 -2.7992
H 3.7124 1.1042 -2.7092
H -1.8261 -3.5087 -0.8519
H 7.5889 5.0754 0.0755
H -4.5361 -1.0158 -3.5203
H -2.6605 2.6468 3.6092
O 1.5570 0.7539 -1.4848
C -2.6955 0.8961 0.2322
H 0.5438 -1.9434 -0.3369
C -1.5130 1.8705 1.9736
C -1.0910 -3.2634 1.1709
C -1.0724 -3.9443 -0.1933
H -1.2919 -5.0052 -0.0796
C 7.4264 4.0118 0.2389
C -2.4597 -3.4270 1.8214
H 6.0529 1.9251 -3.0373
C -5.0612 0.1129 -1.0470
Mn 0.0659 0.6558 -0.3153
H -4.8318 1.9692 2.6136
O 7.2909 3.3572 -1.0394
H -0.2835 -0.5226 -3.2014
H -0.1845 -4.8788 2.2793
N -1.5127 1.2555 0.7989
C 4.2118 1.6639 -1.9307
H 3.5910 2.8635 1.2428
C -3.8005 -0.1132 -1.6999
H 0.0231 -3.3060 3.0403
H -0.5482 2.1540 2.3762
H -5.9671 -0.1935 -1.5534
C -2.4048 -0.8498 -3.5205
H -1.0765 -1.3333 1.8605
H -0.0944 -3.8873 -0.6799
H 0.9940 -3.7676 1.6233
C -3.9012 1.7674 2.0977
C -5.1209 0.7064 0.1656
H -3.2427 -3.0146 1.1832
H -2.4968 -2.9263 2.7923
H -2.2681 -1.2837 -4.5004
C 3.5289 1.9253 -0.7353
C 5.5063 2.1135 -2.1253
N -0.9511 -1.7935 0.9629
C -2.6329 0.2751 -1.0509
C -2.7019 2.1422 2.6548
C 0.0023 -3.8245 2.0784
N 0.3432 -1.3750 0.4846
C 6.0713 2.8267 -1.0849
C 4.1224 2.6602 0.3246
H -6.0751 0.8819 0.6448
N -1.3977 0.1130 -1.5948
C 5.3919 3.0935 0.1124
H 1.0879 -1.5862 1.1515
O 1.4809 1.6256 0.4845
C 2.2073 1.4420 -0.5833
O 6.1943 3.8075 0.9351
C -3.9246 1.1256 0.8431
C -3.6567 -0.6974 -2.9744
H 8.2438 3.5493 0.7881

Cartesian forces (eV/Å) of the 6 atoms listed first:
0.00 0.00 0.00
0.01 0.00 0.01
0.01 0.00 -0.01
0.00 0.00 0.00
0.00 0.00 0.00
0.00 0.00 0.00

No. 3
C12H29Cl2GdOP | ωB97M-V with the def2-TZVPD basis set

HOMO energy (spin up / spin down) in eV: -0.55 / -0.99
Total charge: -1
LUMO level (spin up / spin down) in eV: 2.93 / 2.88
Spin multiplicity: 8

Positions of all 46 atoms, in Å:
C -3.2010 -3.0402 -4.2551
H -1.4468 -1.7450 -4.3357
H -4.7465 -4.5852 -4.6823
Cl -0.3094 0.2343 -2.8689
H -3.4365 0.2253 0.0775
H -1.1575 -3.3890 -4.9683
C 1.6760 1.5061 -0.2506
H 2.1931 0.7343 -0.8281
H -4.9476 -2.1521 -2.1990
H -0.5347 -5.0914 -2.4186
C -4.7586 -3.1472 -0.2835
C 1.0926 1.0271 2.1818
H -6.6852 -4.0407 -1.7803
C -2.7279 -5.1094 -2.4327
C 0.7670 0.8463 0.7386
H -5.9906 -3.8728 -3.4105
H -2.3276 -5.3933 -0.2967
C -4.7040 -3.1559 -1.8111
C -3.8333 -4.1548 -5.1033
H -1.2389 -5.2538 -4.0444
H 1.0821 2.1641 -0.9009
C -5.7559 -4.1244 -2.3719
H -2.9496 0.0640 0.6462
Cl -0.1558 -3.1361 -0.4728
H 2.4095 2.1298 0.2875
H -4.1219 -2.3744 0.1732
H -1.3027 -6.6197 -2.8819
Gd -1.4817 -1.0655 -1.0815
C -1.3672 -5.5245 -2.9898
C -1.8942 -2.5738 -4.9012
P -2.9163 -3.2691 -2.4027
H -2.0924 -2.2274 -5.9281
C -2.9448 -5.8172 -1.0963
H 0.2151 1.4152 2.7154
H -3.9117 -2.1978 -4.1931
H 1.4638 0.0884 2.6546
H -4.0777 -3.7195 -6.0874
H -5.4412 -5.1723 -2.3297
H -4.4509 -4.1159 0.1236
H -3.1261 -4.9767 -5.2686
H 1.8977 1.7647 2.2435
H -5.7977 -2.9566 0.0200
O -0.2354 0.1712 0.3902
H -3.9918 -5.8121 -0.7819
H -3.5025 -5.4818 -3.1261
H -2.6193 -6.8588 -1.2354

Cartesian forces (eV/Å) of the 6 atoms listed first:
-0.07 0.34 0.41
-0.05 -0.19 -0.26
0.23 0.13 -0.15
0.50 0.49 -1.00
-0.15 -0.17 -0.07
-0.22 0.24 0.08

No. 4
FFeHO2P | ωB97M-V with the def2-TZVPD basis set

HOMO energy (spin up / spin down) in eV: -8.02 / -8.37
LUMO level (spin up / spin down) in eV: -0.42 / -2.15
Spin multiplicity: 6

Positions of all 6 atoms, in Å:
H -0.1623 -1.8072 0.5764
P -0.6622 0.5763 -0.0721
O 0.8842 0.7101 0.1808
Fe 1.9830 -0.6684 -0.5566
F -1.0779 2.1877 -0.3531
O -0.9649 -0.9984 0.2248

Atomic forces in eV per Å
-2.97 2.84 -1.05
-0.95 0.85 -1.10
-0.69 -0.28 -0.19
-0.03 0.17 0.13
0.86 0.46 0.48
3.79 -4.04 1.73

E across the listed records, respectively: -22855.0050, -70752.3769, -70131.4701, -50501.5576 eV.
Energy relative to the best compared isomer or geometry (same formula, charge and spin) across the listed records, respectively: 2557.7, 0.0, 0.0, 315.5 kJ/mol.